This record from the OMol25 dataset describes the molecule C7H8F2O. The level of theory is ωB97M-V/def2-TZVPD.

Geometry as XYZ:
```
18
Properties=species:S:1:pos:R:3
C 0.89 0.22 -0.02
C -0.55 -0.46 -0.01
C 3.30 0.46 0.02
C 2.20 -0.30 -0.01
C 0.24 1.58 -0.03
C -1.15 0.91 0.00
C -2.40 -1.88 0.01
O -0.99 -1.70 0.00
F -1.91 1.22 1.09
F -1.96 1.22 -1.06
H 4.28 0.04 0.03
H 3.23 1.54 0.04
H 2.27 -1.38 -0.03
H 0.43 2.20 0.85
H 0.40 2.17 -0.93
H -2.72 -2.29 -0.95
H -2.94 -0.95 0.20
H -2.63 -2.60 0.81
```

* highest occupied orbital energy (spin up / spin down): -0.28295 / -0.28295 Eh
* E_LUMO (spin up / spin down): 0.00929 / 0.00931 Eh
* molecular weight: 146.14 g/mol
* SMILES: C=CC1=C(OC)C(F)(F)C1
* multiplicity: 1
* Kohn-Sham gap (spin up / spin down): 8.0 / 8.0 eV


This record from the OMol25 dataset describes a cluster of 2 separate species, C7H8F4N2 in total. The level of theory is ωB97M-V/def2-TZVPD.

Geometry as XYZ:
```
21
Properties=species:S:1:pos:R:3
C 0.95 -2.60 0.24
C -0.14 -1.65 0.23
C 2.39 2.52 0.41
C 2.24 -2.44 -0.02
C -0.31 -0.48 -0.44
C -1.58 1.37 -1.36
C -1.83 0.79 1.05
N 1.24 2.56 0.44
N -1.35 0.44 -0.28
F -1.22 -2.20 0.82
F 3.63 2.58 0.64
F 2.81 -1.27 -0.46
F 0.61 -0.24 -1.37
H 0.72 -3.58 0.64
H 2.96 -3.17 0.15
H -1.27 2.41 -1.16
H -1.22 0.93 -2.16
H -2.74 1.35 -1.60
H -1.79 1.86 1.31
H -2.89 0.39 1.02
H -1.20 0.44 1.91
```

* highest occupied orbital energy: -0.27454 Eh
* E_LUMO: 0.01282 Eh
* molecular weight: 196.15 g/mol
* SMILES: CN(C)/C(F)=C(F)/C=C\F.N#CF
* multiplicity: 1
* Kohn-Sham gap: 7.8 eV


This record from the OMol25 dataset describes the ion C7H8FO2 with charge -1. The level of theory is ωB97M-V/def2-TZVPD.

Geometry as XYZ:
```
18
Properties=species:S:1:pos:R:3
C -2.45 -1.29 -0.76
C -1.72 -0.49 0.06
C 1.72 0.13 -0.37
C 0.56 0.13 0.33
C -1.46 2.02 0.55
C 2.95 -0.54 0.26
C -0.82 0.59 -0.23
O -1.62 2.98 -0.19
O -1.56 1.79 1.73
F -0.60 0.71 -1.59
H -2.87 -2.07 -0.25
H -2.57 -1.11 -1.77
H -1.66 -0.93 1.12
H 1.86 0.67 -1.33
H 0.54 -0.32 1.31
H 2.61 -1.45 0.72
H 3.52 -0.03 0.98
H 3.58 -0.79 -0.55
```

* highest occupied orbital energy: -0.14530 Eh
* charge: -1
* E_LUMO: 0.13529 Eh
* molecular weight: 143.14 g/mol
* SMILES: C=C[C@](F)(/C=C/C)C(=O)[O-]
* multiplicity: 1
* Kohn-Sham gap: 7.6 eV


This record from the OMol25 dataset describes the molecule C7H8INO2. The level of theory is ωB97M-V/def2-TZVPD.

Geometry as XYZ:
```
19
Properties=species:S:1:pos:R:3
C -1.64 0.12 1.08
C -0.99 -1.00 1.80
C -1.24 0.45 -0.17
C 0.27 -1.19 1.99
C -0.04 -0.19 -0.75
C 1.13 0.46 -0.08
C 0.14 -0.33 -2.24
N 1.15 1.73 0.45
O 2.17 2.14 0.96
O 0.15 2.42 0.27
I 3.14 -0.36 -0.52
H -2.52 0.46 1.44
H -1.61 -1.68 2.20
H -1.82 1.17 -0.68
H 1.05 -1.84 2.29
H -0.16 -1.17 -0.22
H 0.93 -1.15 -2.34
H 0.53 0.60 -2.68
H -0.64 -0.66 -2.79
```

* highest occupied orbital energy (spin up / spin down): -0.33319 / -0.32428 Eh
* E_LUMO (spin up / spin down): -0.01676 / -0.06783 Eh
* molecular weight: 265.05 g/mol
* multiplicity: 1
* Kohn-Sham gap (spin up / spin down): 8.6 / 7.0 eV


This record from the OMol25 dataset describes the molecule C7H8N2. The level of theory is ωB97M-V/def2-TZVPD.

Geometry as XYZ:
```
17
Properties=species:S:1:pos:R:3
C 0.99 1.05 -1.79
C -0.92 1.20 2.15
C 1.54 -1.79 0.26
C -0.90 0.27 1.20
C -0.82 -0.38 -1.36
C -0.67 0.53 -0.23
C 0.59 -0.05 -0.95
N 1.15 1.93 -2.52
N 1.60 -0.67 -0.29
H -1.08 0.74 3.16
H -0.71 2.23 1.82
H 2.45 -2.24 0.84
H 0.62 -2.38 0.28
H -1.07 -0.77 1.48
H -0.98 -1.47 -1.29
H -1.05 0.12 -2.34
H -0.76 1.66 -0.43
```

* highest occupied orbital energy: -0.34806 Eh
* E_LUMO: 0.02101 Eh
* molecular weight: 120.15 g/mol
* SMILES: C=C[C@@H]1C[C@]1(C#N)N=C
* multiplicity: 1
* Kohn-Sham gap: 10.0 eV


This record from the OMol25 dataset describes the molecule C7H8N2O. The level of theory is ωB97M-V/def2-TZVPD.

Geometry as XYZ:
```
18
Properties=species:S:1:pos:R:3
C 2.79 -1.49 0.58
C 1.79 -2.97 1.72
C 1.65 -0.83 1.10
C 0.12 1.19 0.95
C -1.42 1.93 -0.91
C -0.23 1.01 -0.67
C 1.26 0.46 1.03
N 2.84 -2.78 1.00
N 1.00 -1.89 1.76
O -0.44 2.11 1.55
H 3.57 -1.07 -0.02
H 1.76 -4.03 2.16
H -2.17 2.03 -0.16
H -0.96 2.89 -1.04
H -1.98 1.52 -1.75
H -0.37 -0.01 -0.82
H 0.58 1.42 -1.15
H 0.15 -1.68 2.25
```

* highest occupied orbital energy: -0.31867 Eh
* E_LUMO: -0.04258 Eh
* molecular weight: 136.15 g/mol
* multiplicity: 1
* Kohn-Sham gap: 7.5 eV


Energy above the lowest of the compared OMol25 structures with the same formula, charge and spin / eV: 1.609, 2.836, 0.149, 9.069, 2.995, 3.946